(1)
Formula: C35H38O4PdSSe2
Source: the OMol25 dataset
Level of theory: the ωB97M-V functional and the def2-TZVPD basis

Properties
HOMO-LUMO gap (spin up / spin down) = 7.055 / 6.192 eV
HOMO energy (spin up / spin down) = -6.586 / -6.978 eV
maximum force = 0.465 eV/A
<S²> = 6.07
relative energy (zero: lowest compared OMol25 entry of this formula, charge and spin) = 0.0 kcal/mol
spin multiplicity = 5

Cartesian coordinates (Å):
H (-0.4992, -0.7497, -2.7826)
C (0.7128, 4.4071, 2.4787)
Pd (1.0589, -0.5695, -0.3979)
H (-0.1343, 6.3125, 2.0377)
C (-1.5631, -4.2331, 2.7613)
C (-0.6129, 0.0021, -3.5685)
C (-4.0562, -3.0286, 2.5644)
C (-0.4892, -0.0734, 2.6779)
H (2.6787, 2.7499, -0.7234)
O (-1.6874, -0.0192, 3.3997)
H (-3.2483, 2.7708, 4.3183)
H (-5.0272, -2.5575, 2.4845)
O (-0.6050, -0.8964, 1.5600)
H (3.3670, 0.8050, 1.5059)
C (4.2830, 0.5187, 5.2434)
H (3.0715, 1.4775, -1.9178)
H (1.0487, 7.4689, 3.8878)
C (2.4271, 2.3249, -1.6930)
C (-0.7153, 0.4761, -6.4556)
C (0.7181, -2.8684, 1.2385)
C (-1.1723, 1.2626, 5.3983)
H (-0.7862, 1.4934, 1.2143)
Se (-0.4336, -1.0042, -5.2259)
H (0.1877, 1.9654, -4.0040)
H (2.6076, 6.1829, 5.3244)
H (5.2988, -0.5581, 2.2032)
C (-1.6675, -2.9530, 2.1974)
C (-2.6885, -4.8959, 3.2124)
C (5.0472, -0.1448, 4.2942)
C (2.8676, 1.4244, 3.5036)
C (3.1345, -3.9388, 0.3066)
C (-2.9366, -2.3584, 2.1130)
C (2.2628, 4.3337, 4.3217)
H (-1.0783, 2.2855, 5.7618)
H (-2.5866, -5.8800, 3.6511)
C (-0.3112, 1.3648, 2.1930)
C (1.9229, -2.1443, 1.3412)
H (-1.7027, 0.9125, -6.3207)
O (1.0465, 1.6999, 2.0047)
H (-1.8163, 0.6984, 6.0716)
C (-3.9424, -4.3014, 3.1151)
H (-3.0285, -1.3691, 1.6784)
C (0.5309, 5.7591, 2.6882)
C (-1.7551, 1.2735, 3.9992)
C (2.0673, 5.6867, 4.5284)
H (2.5849, 1.7679, 5.6075)
H (-0.1713, -4.6873, 0.5011)
C (-0.5107, -2.2695, 1.7196)
O (-0.9341, 2.1238, 3.1780)
H (4.0328, -2.1050, 0.9742)
H (2.4842, 3.0953, -2.4586)
H (-0.5859, -4.6913, 2.8688)
H (-0.1817, 0.8063, 5.3899)
Se (0.5998, 1.6820, -1.5627)
H (0.3418, -0.4125, 3.3122)
H (-0.6412, 0.0638, -7.4597)
H (1.9318, -1.2083, 1.8916)
C (3.2035, 1.2969, 4.8534)
S (2.4523, -1.3706, -2.0245)
C (1.5749, 3.6537, 3.2999)
C (1.9459, -4.6576, 0.1847)
H (0.0550, 1.2330, -6.3321)
C (1.7558, 2.2588, 3.0419)
H (-3.5389, 1.7246, 2.9136)
H (4.5201, 0.4239, 6.2952)
H (5.8961, -0.7422, 4.5983)
C (4.7085, -0.0430, 2.9509)
C (3.1214, -2.6821, 0.8881)
H (-1.6228, 0.4113, -3.5232)
C (1.1976, 6.4106, 3.7213)
C (3.6250, 0.7237, 2.5573)
H (2.9668, 3.8069, 4.9506)
C (-3.1859, 1.7500, 3.9428)
H (1.4234, 0.7127, -3.7057)
H (1.9522, -5.6269, -0.2957)
C (0.7514, -4.1367, 0.6393)
H (-4.8215, -4.8238, 3.4672)
H (-3.8173, 1.1065, 4.5541)
H (0.1945, 3.9196, 1.6626)
H (4.0599, -4.3522, -0.0699)
C (0.4378, 1.0800, -3.4199)

(2)
Formula: C7H13BrSi
Source: the OMol25 dataset
Level of theory: the ωB97M-V functional and the def2-TZVPD basis

Properties
HOMO-LUMO gap (spin up / spin down) = 8.683 / 8.682 eV
HOMO energy (spin up / spin down) = -8.355 / -8.355 eV
maximum force = 6.160 eV/A
relative energy (zero: lowest compared OMol25 entry of this formula, charge and spin) = 58.1 kcal/mol

Cartesian coordinates (Å):
H (-1.2104, -2.2764, -0.4432)
H (0.5589, 0.7257, -2.6475)
H (-2.3708, -1.1000, 0.0680)
Si (-0.1085, -0.0672, -0.3264)
H (-0.5711, -0.9520, 3.9767)
H (2.0267, -0.5829, 0.9570)
H (-1.5829, 1.9167, 0.4593)
H (-1.0821, 0.4178, -2.5972)
C (-0.2154, 0.0484, -2.2763)
C (-0.1137, 0.9441, 2.8547)
H (2.2765, -0.9529, -0.5442)
C (1.7486, -0.2596, 0.0354)
C (0.2918, 2.1318, 2.1715)
C (-0.4374, 0.0024, 3.5744)
H (-1.2476, -1.7393, 1.1968)
C (-1.3531, -1.4080, 0.1783)
H (1.4240, 2.1786, 1.9111)
Br (-0.4546, 3.7933, 2.6007)
H (0.1252, -1.0064, -2.6673)
H (-0.1614, 2.6530, -0.4693)
C (-0.5095, 1.7109, 0.1176)
H (2.3313, 0.6099, -0.1314)

(3)
Formula: C2H6O2
Source: the OMol25 dataset
Level of theory: the ωB97M-V functional and the def2-TZVPD basis

Properties
HOMO-LUMO gap = 11.015 eV
HOMO energy = -10.247 eV
maximum force = 9.655 eV/A
relative energy (zero: lowest compared OMol25 entry of this formula, charge and spin) = 43.4 kcal/mol
structure (SMILES) = OCCO

Cartesian coordinates (Å):
H (0.7023, -0.7962, 1.0123)
H (-0.8812, -1.5226, -0.5950)
O (0.1542, -0.2856, -1.6913)
H (1.3693, 1.0115, 1.2420)
H (-1.5298, 0.1969, -0.6578)
H (-0.6494, 0.2368, 1.4886)
C (0.1119, -0.1172, 0.7460)
O (0.7287, 1.0824, 0.5279)
H (0.6303, 0.5907, -1.5887)
C (-0.6363, -0.3966, -0.4841)

(4)
Formula: C4H3OPb
Source: the OMol25 dataset
Level of theory: the ωB97M-V functional and the def2-TZVPD basis

Properties
net charge = +2
HOMO-LUMO gap (spin up / spin down) = 9.252 / 8.253 eV
HOMO energy (spin up / spin down) = -20.072 / -20.203 eV
maximum force = 3.767 eV/A
<S²> = 0.75
spin multiplicity = 2

Cartesian coordinates (Å):
C (-3.1887, -0.2292, 0.8077)
C (-0.4248, -0.8154, 2.4310)
Pb (-0.6696, -0.5700, -0.8898)
C (0.4234, -1.8282, 2.2369)
H (-4.1037, -0.7798, 1.0811)
H (0.8749, -2.7903, 2.4797)
C (0.1955, -0.8905, 1.2053)
O (-2.7036, -0.3889, -0.3292)
H (-2.9805, 0.7321, 1.3132)